{
  "formula": "C24H47F3N3O11S2",
  "method": "wB97M-V/def2-TZVPD",
  "lumo_energy_ha": -0.009,
  "charge": -1,
  "gap_ha": 0.0671,
  "elements": ["C", "O", "C", "C", "C", "C", "C", "C", "C", "C", "C", "C", "C", "C", "N", "O", "C", "N", "C", "C", "C", "O", "C", "C", "O", "C", "O", "N", "C", "C", "C", "F", "F", "F", "C", "S", "O", "O", "H", "H", "H", "H", "H", "H", "H", "H", "H", "H", "H", "H", "H", "H", "H", "H", "H", "H", "H", "H", "H", "H", "H", "H", "H", "H", "H", "H", "H", "H", "H", "H", "H", "H", "H", "H", "H", "H", "H", "H", "H", "H", "H", "H", "H", "H", "H", "O", "S", "O", "O", "O"],
  "xyz": [[-2.62927, 4.71099, -5.26715], [-1.87790, 3.79945, -4.40461], [-1.65242, 4.42675, -3.10175], [-3.04646, 4.55112, -2.25683], [-2.75879, 3.91066, -0.81740], [-4.06150, 3.41865, -0.01830], [-5.17150, 2.68566, -0.91325], [-4.60301, 1.56373, -1.91250], [-4.90864, 0.04298, -1.41919], [-3.46542, -0.56465, -0.97256], [-3.54301, -2.11587, -0.53298], [-2.07572, -2.79603, -0.28578], [-1.22584, -1.77982, 0.66055], [0.15212, -2.48519, 1.16635], [0.80945, -1.70335, 2.24968], [-0.01701, -1.31965, 3.26970], [2.12086, -1.37127, 2.28368], [3.01635, -1.85103, 1.18535], [4.26976, -1.04777, 1.11638], [4.90409, -1.19623, -0.38531], [5.27532, 0.27527, -0.92364], [4.07691, 0.79997, -1.56646], [3.40300, -3.24727, 1.65897], [3.80013, -4.23530, 0.46638], [2.69445, -4.28899, -0.46917], [3.25855, -4.17332, -1.78094], [2.62015, -3.57066, -2.65132], [2.76336, -0.59991, 3.34593], [2.23194, 0.76739, 3.54359], [2.16129, 1.68493, 2.22772], [0.74900, 2.46530, 2.09325], [0.70426, 2.92482, 0.73104], [-0.36812, 1.59889, 2.22498], [0.66237, 3.60646, 2.91666], [3.04974, -1.36200, 4.57845], [2.22852, -0.79099, 6.13479], [2.84562, 0.47319, 6.71912], [0.71549, -0.72845, 6.04802], [-2.58567, 5.74084, -4.78132], [-3.71516, 4.34836, -5.35745], [-2.17796, 4.67549, -6.32156], [-0.90925, 3.73298, -2.56115], [-1.12144, 5.43428, -3.22355], [-3.82537, 4.00346, -2.88096], [-3.29381, 5.66284, -2.20856], [-2.26318, 4.74202, -0.18313], [-2.00063, 3.05212, -0.83430], [-4.54563, 4.36444, 0.43128], [-3.70467, 2.79627, 0.88127], [-5.91041, 2.19033, -0.18401], [-5.72879, 3.46990, -1.53382], [-5.13092, 1.67560, -2.92767], [-3.48511, 1.62822, -2.12233], [-5.54026, 0.09787, -0.46513], [-5.40702, -0.59188, -2.23827], [-3.08765, 0.12406, -0.14241], [-2.80499, -0.52376, -1.92830], [-4.14328, -2.27853, 0.42535], [-4.07038, -2.69267, -1.38058], [-1.52575, -3.03100, -1.27615], [-2.21548, -3.76431, 0.31801], [-1.88777, -1.43002, 1.51784], [-0.91144, -0.92457, -0.04956], [0.77590, -2.63481, 0.22890], [-0.17213, -3.49635, 1.60167], [-0.08205, -2.09759, 3.88695], [4.13962, 0.07049, 1.27250], [5.10189, -1.39037, 1.82662], [5.78071, -1.92369, -0.41135], [4.02395, -1.55155, -1.03812], [5.61757, 0.98395, -0.09635], [6.05725, 0.15260, -1.76552], [4.03571, 1.77434, -1.46766], [4.17639, -3.21741, 2.51481], [2.45094, -3.69611, 2.13916], [4.79764, -3.94737, -0.00476], [3.93096, -5.28530, 0.92940], [4.27228, -4.65581, -1.98196], [1.17656, 0.81082, 4.01549], [2.94773, 1.30767, 4.27263], [2.94548, 2.52809, 2.29957], [2.29225, 1.13395, 1.24056], [4.19279, -1.37275, 4.75998], [2.75546, -2.46113, 4.38266], [2.49841, -1.79120, 7.09545], [-1.78609, -1.58282, -3.55419], [-1.76668, -2.84231, -4.32575], [-3.05862, -3.02045, -5.01942], [-1.54452, -3.97422, -3.39547], [-0.67548, -2.80144, -5.32081]],
  "forces_ev_per_angstrom": [[-0.10, -0.61, 0.05], [-0.25, 1.91, 0.47], [-0.07, -0.75, 0.13], [1.78, -0.36, -0.45], [-0.44, 0.47, 0.69], [0.02, 0.86, 0.05], [0.53, -0.24, 0.17], [-1.00, -0.85, -0.46], [1.41, 0.40, 0.72], [-0.83, -0.69, -1.03], [0.64, -0.17, -0.42], [-0.10, 0.55, 0.54], [0.42, -0.26, -1.28], [-2.31, -0.34, -1.08], [2.06, -0.15, -1.35], [0.47, -0.68, 0.76], [0.51, 0.10, -0.57], [-0.26, 0.05, 3.62], [1.85, 0.53, -1.70], [-1.23, 1.06, 0.43], [0.10, -0.91, -1.06], [0.62, 0.39, 1.05], [-1.19, -1.36, -0.05], [0.12, -0.59, 1.65], [2.95, 0.33, -1.00], [-3.23, 2.11, -2.74], [2.66, -2.39, 3.20], [-1.97, -0.42, -0.58], [-0.49, 2.35, 0.69], [-0.54, 0.81, 0.31], [0.21, -0.29, -1.95], [-0.13, -0.63, 3.09], [2.48, 2.37, 0.24], [-0.26, -2.78, -1.60], [1.27, -1.43, -1.07], [-2.88, 3.73, 3.20], [-0.89, -3.69, -2.17], [3.97, -0.89, -0.51], [-0.20, -1.07, -1.09], [1.44, 0.64, 0.23], [-0.52, 0.23, 1.61], [-1.27, 0.97, -0.84], [-0.80, -1.13, 0.04], [0.95, 0.63, 1.08], [-0.01, -1.50, 0.21], [-0.66, -1.32, -0.88], [-1.14, 1.17, -0.43], [0.57, -1.40, -0.56], [-0.63, 0.67, -1.42], [0.90, 0.82, -1.19], [0.73, -0.98, 1.02], [0.84, 0.03, 1.42], [-1.47, 0.16, 0.36], [0.45, -0.23, -1.45], [0.83, 0.96, 1.34], [-0.28, -0.94, -1.00], [-0.76, -0.17, 1.66], [0.60, 0.42, -1.10], [0.94, 0.87, 1.26], [-1.00, 0.45, 1.36], [0.10, 1.16, -0.93], [1.06, -0.33, -1.04], [-0.57, -1.03, 1.45], [-0.29, 0.24, 1.61], [0.74, 1.21, -0.42], [-0.04, 0.88, -0.57], [-0.32, -1.65, -0.07], [-1.41, 0.38, -0.49], [-1.12, 1.08, -0.02], [1.58, 0.41, 0.71], [-0.16, -1.07, -1.03], [-0.85, 0.38, 1.56], [0.17, -0.92, -0.13], [-0.76, -0.01, -1.50], [1.44, 0.50, -0.93], [-1.43, -0.24, 0.49], [-0.09, 1.57, -0.58], [-1.15, 0.43, 0.66], [1.69, -0.46, -0.62], [-1.15, -1.02, -1.04], [-1.20, -1.41, -0.28], [-0.27, 0.61, 1.31], [-1.78, 0.26, 0.20], [0.26, 1.64, 0.71], [0.15, 0.44, -1.22], [0.05, 0.68, 0.73], [-0.43, 0.19, -0.74], [-0.24, -0.10, -0.01], [0.26, -0.54, 0.67], [0.36, -0.12, -0.07]],
  "mulliken_charge": [-0.651, -0.427, -0.489, -0.239, -0.527, -0.757, -0.792, -0.276, -0.844, -0.068, -0.780, -0.462, -0.368, -0.824, 1.090, -0.337, -1.757, 0.714, 0.176, -0.461, -0.512, -0.509, -0.641, -0.617, -0.236, 0.184, -0.388, 0.708, -0.692, -0.521, 0.601, -0.269, -0.207, -0.282, -0.621, 0.837, -0.574, -0.525, 0.324, 0.208, 0.225, 0.165, 0.432, 0.193, 0.400, 0.377, 0.213, 0.383, 0.188, 0.436, 0.258, 0.320, 0.200, 0.201, 0.421, 0.036, 0.209, 0.327, 0.369, 0.180, 0.357, 0.322, 0.241, 0.092, 0.200, 0.303, -0.023, 0.189, 0.270, 0.122, 0.345, 0.287, 0.295, 0.317, 0.386, 0.259, 0.315, 0.324, 0.455, 0.539, 0.414, 0.061, 0.331, 0.439, 0.169, -0.647, 1.153, -0.782, -0.738, -0.721]
}